# 1
Below is 2 unconnected molecules or ions with the total composition C5H14 in a non-equilibrium geometry, with properties calculated with ωB97M-V with the def2-TZVPD basis set.

Results
**SMILES**: CCC.CC
**Lowest unoccupied orbital energy**: 1.106 eV
**Total energy**: -5411.050 eV

CARTESIAN COORDINATES (ANGSTROEM)
C (1.68, -1.11, 0.41)
C (1.68, 0.16, -0.41)
C (2.55, 1.30, 0.04)
H (0.78, -1.69, 0.59)
H (1.84, -1.03, 1.51)
H (2.43, -1.80, 0.03)
H (2.15, -0.06, -1.39)
H (0.67, 0.43, -0.73)
H (2.01, 1.86, 0.82)
H (3.54, 1.08, 0.42)
H (2.73, 2.13, -0.67)
C (-2.87, 0.59, 0.24)
C (-2.68, -0.87, -0.30)
H (-2.06, 1.19, -0.17)
H (-3.73, 0.97, -0.31)
H (-3.08, 0.60, 1.30)
H (-1.64, -1.01, -0.64)
H (-3.27, -1.07, -1.18)
H (-2.73, -1.66, 0.45)

***

# 2
Below is 2 unconnected molecules or ions with the total composition C5H14 in a non-equilibrium geometry, with properties calculated with ωB97M-V with the def2-TZVPD basis set.

Results
**SMILES**: CCC.CC
**Lowest unoccupied orbital energy**: 1.082 eV
**Total energy**: -5411.226 eV

CARTESIAN COORDINATES (ANGSTROEM)
C (1.21, 2.40, -0.70)
C (0.29, 1.47, 0.10)
C (0.51, 1.53, 1.60)
H (1.04, 3.44, -0.47)
H (1.19, 2.19, -1.77)
H (2.26, 2.12, -0.52)
H (-0.76, 1.63, -0.16)
H (0.57, 0.48, -0.26)
H (-0.37, 1.35, 2.22)
H (1.36, 0.93, 1.92)
H (0.80, 2.54, 1.92)
C (-0.63, -2.41, 0.19)
C (-1.37, -2.81, -1.13)
H (0.44, -2.43, 0.06)
H (-0.92, -1.38, 0.38)
H (-1.21, -3.05, 0.86)
H (-0.69, -2.94, -1.99)
H (-2.07, -2.03, -1.43)
H (-1.89, -3.76, -1.25)

***

In kJ/mol, the relative energy (zero: lowest compared OMol25 entry of this formula, charge and spin) values for the records above are, in order, 96.5, 79.4.